(1)
{"formula": "C3H6N2P2", "method": "ωB97M-V/def2-TZVPD", "smiles": "C=CC[P@@]12=P(=N1)N2", "e_tot_ev": -24764.509, "homo_ev": -9.1, "charge": 0, "gap_ha": 0.338, "molar_mass_g_mol": 132.04, "symbols": ["P", "P", "N", "N", "C", "C", "C", "H", "H", "H", "H", "H", "H"], "xyz": [[-1.553, -0.365, 0.855], [-3.572, 0.223, -0.538], [-2.737, -1.225, -0.191], [-2.431, 0.952, 0.263], [0.940, 0.899, 1.353], [-0.212, -0.486, -0.363], [1.041, 0.099, 0.321], [-0.203, -1.498, -0.432], [2.033, -0.183, -0.110], [1.791, 1.183, 1.899], [-0.428, 0.099, -1.316], [-3.039, -2.143, 0.064], [-0.033, 1.162, 1.803]], "nbo_charge": [1.186, 1.197, -1.255, -1.274, -0.397, -0.762, -0.174, 0.227, 0.206, 0.205, 0.253, 0.395, 0.192]}

(2)
{"formula": "C3H6N2S", "method": "ωB97M-V/def2-TZVPD", "smiles": "[H]/N=C(/C)NC=S", "e_tot_ev": -17023.260, "homo_ev": -8.7, "charge": 0, "gap_ha": 0.329, "molar_mass_g_mol": 102.16, "symbols": ["S", "N", "N", "C", "C", "C", "H", "H", "H", "H", "H", "H"], "xyz": [[2.100, -0.303, 0.062], [-0.835, -1.415, -0.102], [-0.342, 0.903, -0.078], [-2.647, 0.174, 0.115], [-1.241, -0.250, -0.050], [1.047, 0.948, -0.044], [-0.839, 1.784, -0.099], [-2.992, 0.773, -0.783], [-3.222, -0.755, 0.176], [0.201, -1.341, -0.104], [1.385, 1.991, -0.068], [-2.850, 0.743, 1.012]], "nbo_charge": [-0.077, -0.625, -0.613, -0.687, 0.419, -0.078, 0.399, 0.224, 0.254, 0.357, 0.198, 0.230]}

(3)
{"formula": "C3H6N2S", "method": "ωB97M-V/def2-TZVPD", "smiles": "[H]/N=C/N(C)C=S", "e_tot_ev": -17021.607, "homo_ev": -8.7, "charge": 0, "gap_ha": 0.316, "molar_mass_g_mol": 102.16, "symbols": ["S", "N", "N", "C", "C", "C", "H", "H", "H", "H", "H", "H"], "xyz": [[-1.334, 1.888, 1.701], [-0.162, -0.083, 0.327], [-0.004, 0.459, -2.076], [-0.412, 0.654, -0.890], [0.846, -1.239, 0.142], [-0.377, 0.553, 1.537], [1.084, -1.745, 1.147], [-0.093, -0.020, 2.457], [0.403, -2.056, -0.497], [1.841, -1.171, -0.351], [-0.688, 1.216, -2.677], [-1.104, 1.545, -0.819]], "nbo_charge": [-0.093, -0.448, -0.633, 0.247, -0.445, -0.067, 0.214, 0.216, 0.225, 0.233, 0.353, 0.196]}

(4)
{"formula": "C3H6N2S", "method": "ωB97M-V/def2-TZVPD", "e_tot_ev": -17018.777, "homo_ev": [-4.7, -9.3], "charge": 0, "spin_multiplicity": 3, "gap_ha": [0.197, 0.216], "molar_mass_g_mol": 102.16, "symbols": ["S", "N", "N", "C", "C", "C", "H", "H", "H", "H", "H", "H"], "xyz": [[-0.191, -2.111, -0.658], [-0.088, 2.064, -2.427], [-0.555, 2.929, -1.912], [1.164, 0.062, 0.300], [-1.275, -0.114, 0.839], [-0.165, -0.667, 0.324], [-0.007, -3.142, 0.314], [-1.326, 0.713, 1.609], [-2.280, -0.474, 0.603], [1.997, -0.589, 0.547], [1.427, 0.514, -0.641], [1.299, 0.816, 1.101]], "nbo_charge": [0.582, -0.006, 0.006, -0.638, -0.505, -0.362, -0.156, 0.214, 0.195, 0.209, 0.223, 0.237]}